Formula: C19H26N5O5Pb
Source: the OMol25 dataset
Level of theory: ωB97M-V/def2-TZVPD

Net charge = +3
Frontier orbital gap (spin up / spin down) = 3.087 / 3.829 eV
DFT total energy = -1581.39348 Eh
F_max = 6.78 eV/Å
Relative energy (zero: lowest compared OMol25 entry of this formula, charge and spin) = 1.194 eV
LUMO energy (spin up / spin down) = -13.28 / -12.53 eV

Geometry as XYZ:
```
56
Properties=species:S:1:pos:R:3:forces:R:3
Pb 1.3441 0.3014 -0.5922 -0.3 -0.1 -0.2
N 2.8357 1.6276 1.0547 -0.1 0.2 -0.4
N 4.1715 1.4332 0.6684 1.6 0.1 -0.7
C 4.4912 0.9751 -0.6688 -6.1 -0.6 2.9
O 5.6265 1.2021 -1.0074 3.4 0.7 -1.4
O 3.5457 0.4239 -1.2770 1.6 0.0 -0.6
H 2.5425 2.6087 1.0010 0.1 -0.2 -0.1
H 2.7441 1.3278 2.0258 0.2 -0.1 -0.1
H 4.8672 2.0892 1.0215 -0.2 -0.1 0.4
N 2.8834 -5.4964 4.1847 0.3 -0.2 1.3
C 2.5789 -5.4872 2.8977 -0.4 0.4 -1.3
O 2.5525 -6.4620 2.1854 0.0 -0.2 -0.1
C 2.2330 -4.1289 2.2567 0.2 -0.4 0.4
C 2.0608 -2.9419 2.9549 -0.1 0.4 -0.4
C 1.7891 -1.7907 2.2264 0.1 -0.4 0.8
N 1.6757 -1.7794 0.9092 -0.1 0.9 -0.4
C 1.8047 -2.9189 0.2413 0.2 -0.8 0.1
C 2.0849 -4.1183 0.8751 -0.1 0.3 -0.1
H 3.1440 -6.3865 4.5968 -0.1 0.2 -0.1
H 2.9271 -4.6834 4.7745 0.0 -0.1 -0.1
H 2.1203 -2.8572 4.0276 0.1 -0.1 0.1
H 1.6527 -0.8524 2.7418 0.0 0.2 0.1
H 1.6871 -2.8879 -0.8313 0.0 0.0 -0.2
H 2.1910 -5.0319 0.3092 0.0 -0.1 0.1
C -2.4373 -0.0843 -2.2903 0.3 0.0 0.0
C -2.3231 -0.4521 -0.8440 0.8 0.5 -0.6
O -1.2738 -0.3423 -0.2212 -0.9 -0.2 0.0
C -3.5484 -0.9762 -0.2071 -0.1 -0.4 1.1
C -4.7620 -1.1318 -0.8886 1.9 0.9 -0.8
C -5.8731 -1.6938 -0.2772 -1.4 -0.8 1.8
C -5.8094 -2.0298 1.0699 -0.6 0.1 -0.4
C -4.6078 -1.8938 1.7512 -1.7 -1.0 1.1
C -3.4963 -1.3270 1.1457 1.4 0.8 -2.0
H -1.5084 0.3467 -2.6575 -0.1 0.0 0.0
H -3.2545 0.6183 -2.4410 0.0 0.1 -0.1
H -2.6612 -0.9811 -2.8692 0.0 0.0 -0.1
H -4.8778 -0.7580 -1.8953 0.1 -0.1 -0.1
H -6.7865 -1.8330 -0.8371 -0.1 -0.1 0.0
H -6.6931 -2.4009 1.5721 0.1 -0.2 0.0
H -4.5130 -2.2847 2.7579 -0.1 0.1 0.1
H -2.5793 -1.1692 1.6927 0.1 0.0 0.1
C -0.2455 5.4536 -2.8579 -1.0 0.9 -0.3
N 0.4849 4.3251 -2.3533 -0.5 -1.2 1.4
C 1.7724 4.0075 -2.9117 0.8 -0.5 -0.1
C 0.0327 3.5635 -1.3368 0.3 1.4 -1.3
C -1.3361 3.7811 -0.7841 -0.1 0.0 0.3
O 0.7768 2.6744 -0.8680 0.4 -0.9 0.5
H 0.3447 5.9813 -3.6024 0.0 -0.1 0.1
H -0.4857 6.1538 -2.0513 0.1 0.0 -0.2
H -1.1825 5.1422 -3.3300 0.1 0.1 0.0
H 2.0443 4.7288 -3.6747 0.0 0.0 0.0
H 1.7716 3.0064 -3.3569 -0.1 0.1 0.0
H 2.5365 4.0000 -2.1299 0.0 0.1 -0.1
H -1.8239 4.6826 -1.1305 0.0 0.0 0.0
H -1.2825 3.7992 0.3030 0.1 0.0 0.0
H -1.9563 2.9274 -1.0525 0.0 -0.1 -0.1
```
Forces are in eV/Å.

---

Formula: C23H64N2O12S3
Source: the OMol25 dataset
Level of theory: ωB97M-V/def2-TZVPD

Frontier orbital gap = 7.959 eV
DFT total energy = -3121.27613 Eh
F_max = 3.54 eV/Å
LUMO energy = -0.20 eV

Geometry as XYZ:
```
104
Properties=species:S:1:pos:R:3:forces:R:3
C 14.3063 17.4897 15.1519 -0.4 -0.9 0.3
O 15.5855 17.2640 14.5963 0.1 0.2 -0.2
H 14.2898 18.1653 16.0071 0.2 0.6 -0.3
H 13.6170 17.7659 14.3540 0.2 0.5 0.1
H 13.8895 16.5680 15.5580 0.0 -0.3 0.0
H 16.1125 16.7435 15.2070 0.0 0.0 0.1
C 15.6385 25.5698 3.3618 0.3 -0.7 -0.6
O 14.3234 26.1124 3.3736 0.6 0.2 -0.2
H 15.6122 24.5471 2.9855 -0.1 -0.5 0.6
H 16.2892 26.0051 2.6033 0.1 0.8 0.2
H 16.1152 25.6349 4.3399 -0.2 0.0 -0.1
H 14.2236 26.4167 2.4686 -0.6 0.2 0.1
C 10.3592 14.5613 9.4806 -0.7 -0.4 1.6
O 10.2122 13.4720 8.6258 0.1 -0.3 -0.8
H 11.3977 14.7640 9.7423 0.1 0.5 -0.4
H 9.7381 15.4227 9.2349 0.5 0.3 -0.5
H 9.9059 14.2240 10.4127 0.1 0.0 0.3
H 10.5908 13.7033 7.7745 0.0 -0.1 -0.2
C 21.0362 15.2823 11.1206 0.0 -0.2 0.0
O 21.9311 16.3491 11.3865 0.4 -0.4 -0.2
H 20.3843 15.5816 10.2999 -0.5 -0.2 0.3
H 21.5875 14.4033 10.7868 0.0 -0.2 0.0
H 20.5374 14.9915 12.0451 -0.4 0.2 -0.2
H 22.6480 16.1070 10.7956 0.5 0.8 0.2
C 20.6725 22.9033 11.2794 2.1 -0.6 -0.9
O 21.6134 23.9250 10.8107 -1.4 -0.4 0.3
H 20.8398 22.0751 10.5907 -0.4 0.1 -0.4
H 21.1043 22.4741 12.1835 -0.7 0.4 0.6
H 19.6076 23.1361 11.2830 0.3 0.4 0.3
H 21.3092 24.7632 11.1664 0.1 0.1 0.0
C 8.5040 20.5392 12.9359 -0.2 1.3 2.1
O 8.5864 19.5730 11.9974 0.0 -1.7 -2.4
H 8.8328 21.4886 12.5135 0.2 -0.1 0.1
H 7.5123 20.7220 13.3498 -0.4 -0.1 -0.2
H 9.0984 20.2534 13.8037 0.4 0.4 0.2
H 8.0666 18.7911 12.1969 0.0 0.2 0.2
C 13.4599 25.7531 8.3177 0.2 0.7 -1.0
O 13.2483 26.9933 7.5706 -0.1 -1.0 0.9
H 12.9858 25.8252 9.2966 0.1 0.2 -0.1
H 13.0494 24.8892 7.7949 -0.3 0.0 -0.1
H 14.5307 25.5643 8.3932 0.1 0.1 0.4
H 13.4853 26.8145 6.6577 0.0 0.0 -0.1
C 16.9486 18.9104 1.9662 1.0 0.3 -0.7
O 17.8522 19.5045 1.0278 -0.2 0.5 -0.1
H 16.4700 19.6668 2.5882 -0.1 -0.1 0.1
H 16.2152 18.3994 1.3425 0.0 -0.3 0.5
H 17.6122 18.2747 2.5524 -0.9 -0.6 0.4
H 18.5809 19.8439 1.5526 0.2 0.2 -0.2
C 8.4958 23.0694 6.8939 0.3 -0.4 -0.3
O 7.7509 23.1075 5.6813 -0.3 0.0 0.3
H 9.5435 22.8797 6.6605 0.2 0.1 0.2
H 8.4128 23.9625 7.5132 -0.1 0.2 -0.2
H 8.1526 22.2252 7.4919 -0.2 0.0 -0.2
H 8.2297 23.6172 5.0235 0.1 0.1 0.1
N 12.0572 15.7319 4.6758 0.6 -0.8 0.1
C 10.7884 15.5634 4.2285 -2.2 1.5 0.7
C 10.6508 14.4871 3.3960 1.4 0.5 0.4
C 11.9658 13.9300 3.3347 -0.1 1.2 0.2
C 12.7935 14.7406 4.1470 0.2 -3.1 -1.7
H 12.4294 16.2426 5.4636 -0.7 0.3 -0.3
H 10.0573 16.2882 4.5550 -0.2 -0.1 -0.1
H 9.7859 14.1804 2.8266 0.0 0.1 0.2
H 12.1447 13.1406 2.6197 0.8 -0.1 0.5
H 13.7938 14.4694 4.4508 0.1 0.6 0.0
N 14.5630 19.0893 9.6691 0.9 1.6 -0.7
C 15.8605 19.4070 9.2936 0.8 -1.6 0.3
C 15.9045 19.8619 8.0116 -1.9 0.7 -0.3
C 14.5146 20.0282 7.6353 0.0 0.1 0.6
C 13.7299 19.6186 8.6918 0.2 -0.9 0.1
H 14.3326 18.7744 10.6007 -0.2 0.2 -0.3
H 16.6904 19.1060 9.9157 -0.1 0.1 0.1
H 16.7068 20.1404 7.3444 0.2 -0.1 0.5
H 14.1543 20.4912 6.7285 0.0 -0.2 0.0
H 12.6635 19.5642 8.8539 0.0 0.1 -0.3
C 14.4523 23.8855 14.5475 -0.7 1.4 -0.5
S 15.5149 24.2966 15.9888 1.5 1.1 -0.6
O 16.8143 24.9391 15.4896 -1.8 -1.1 0.4
C 14.5381 25.7359 16.5818 -0.2 0.1 -0.9
H 13.4049 23.9727 14.8364 0.0 -0.4 0.4
H 14.5696 22.9926 13.9334 0.6 -0.3 0.8
H 14.5397 24.7151 13.8460 0.4 0.2 0.0
H 14.4647 26.4844 15.7929 0.1 -0.2 -0.4
H 15.0772 26.2706 17.3638 -0.1 -0.7 0.3
H 13.5162 25.4341 16.8115 0.2 0.0 0.5
C 23.0306 18.2366 2.3118 0.2 -0.4 1.0
S 22.6109 19.3758 3.7807 -0.5 -1.4 -1.5
O 21.4246 20.1659 3.3186 0.4 -0.4 0.5
C 22.0064 18.0020 4.8868 -0.2 0.9 -0.3
H 22.3075 17.4274 2.2095 -0.7 0.6 -0.1
H 23.9210 17.6440 2.5219 0.5 0.5 0.3
H 23.1902 18.7926 1.3879 -0.3 0.2 0.3
H 21.0617 17.6015 4.5189 0.1 0.0 -0.3
H 21.7760 18.5192 5.8182 0.3 -0.2 0.2
H 22.7434 17.2071 5.0008 0.1 0.2 0.1
C 14.4212 9.9830 10.3848 0.2 0.8 -0.6
S 14.9175 11.5065 9.4446 3.2 -1.4 0.1
O 16.2259 11.1270 8.6648 -2.8 0.8 1.5
C 15.5556 12.3692 10.9658 -0.2 0.2 -1.1
H 14.1416 9.2094 9.6697 0.0 0.1 0.1
H 13.5797 10.2889 11.0064 0.0 -0.2 0.0
H 15.2820 9.6788 10.9803 -0.1 0.0 -0.1
H 14.7441 12.5537 11.6698 0.1 -0.1 0.0
H 15.9426 13.3142 10.5846 -0.1 0.1 0.1
H 16.4061 11.8350 11.3891 -0.3 -0.3 -0.1
```
Forces are in eV/Å.

---

Formula: C5H8O2
Source: the OMol25 dataset
Level of theory: ωB97M-V/def2-TZVPD

Frontier orbital gap (spin up / spin down) = 6.912 / 6.914 eV
DFT total energy = -345.63784 Eh
F_max = 1.35 eV/Å
Relative energy (zero: lowest compared OMol25 entry of this formula, charge and spin) = 4.547 eV
LUMO energy (spin up / spin down) = 0.40 / 0.40 eV

Geometry as XYZ:
```
15
Properties=species:S:1:pos:R:3:forces:R:3
C 0.1875 1.4042 0.7795 0.0 0.0 0.0
C 0.7454 0.0984 0.3070 -0.2 -0.1 0.1
O 2.0783 -0.0539 0.2870 0.1 0.1 0.1
C -0.0520 -1.1059 0.1566 0.2 0.1 -0.2
C -1.3831 -1.1143 -0.3489 -0.2 -0.1 0.3
C -0.3607 0.1703 -2.1293 -0.3 -0.2 -1.3
O -0.5764 -0.0272 -3.2396 0.3 0.2 1.2
H 0.7658 1.8043 1.6260 -0.1 -0.1 -0.1
H 0.2093 2.1413 -0.0275 0.0 -0.1 0.1
H -0.8541 1.2840 1.0910 0.2 0.0 -0.1
H 2.5024 0.6776 0.7590 0.0 -0.1 -0.1
H 0.5729 -1.9723 -0.0735 -0.1 0.1 0.0
H 0.0797 -0.9619 1.3232 -0.1 0.0 0.0
H -1.8857 -2.0773 -0.3858 0.1 0.1 0.0
H -2.0292 -0.2672 -0.1247 0.1 -0.1 -0.1
```
Forces are in eV/Å.

---

Formula: C8H13F3NiO2
Source: the OMol25 dataset
Level of theory: ωB97M-V/def2-TZVPD

Net charge = +2
Frontier orbital gap (spin up / spin down) = 8.483 / 5.794 eV
DFT total energy = -2270.18500 Eh
F_max = 0.76 eV/Å
Relative energy (zero: lowest compared OMol25 entry of this formula, charge and spin) = 0.000 eV
LUMO energy (spin up / spin down) = -9.09 / -11.76 eV
Spin multiplicity = 3

Geometry as XYZ:
```
27
Properties=species:S:1:pos:R:3:forces:R:3
F 2.4623 -2.2681 1.3071 0.0 0.1 -0.1
C 2.6656 -1.6690 0.1317 0.2 -0.1 0.2
F 1.6265 -1.9363 -0.6667 -0.1 0.0 0.0
F 3.7677 -2.1551 -0.4136 -0.1 0.1 -0.1
C 2.7869 -0.1484 0.3804 0.0 0.0 0.3
O 2.0784 0.5633 -0.6233 -0.1 0.1 0.0
C 1.6005 1.8124 -0.3422 0.5 0.4 -0.2
C 0.0103 1.7370 0.0589 -0.6 0.0 0.1
C -0.6233 0.3761 0.2264 -0.1 0.0 0.0
C -1.9226 0.4399 1.1026 -0.2 -0.2 -0.5
C -2.9428 -0.3249 0.2271 -0.2 0.0 -0.5
C -1.9959 -1.1095 -0.6798 0.2 0.2 0.7
O -1.0290 -0.1359 -1.0547 0.1 -0.3 0.2
H 3.8447 0.1544 0.3274 -0.1 0.0 -0.1
H 2.3983 0.1154 1.3748 0.1 0.0 -0.2
H 2.1522 2.3145 0.4612 -0.2 -0.3 0.0
H 1.6149 2.3853 -1.2814 -0.1 -0.2 0.1
H -0.5348 2.2805 -0.7200 0.2 -0.1 0.1
H -0.0468 2.3069 0.9939 0.2 -0.1 -0.1
H 0.0349 -0.3838 0.6684 0.1 0.3 0.1
H -1.7449 -0.0759 2.0477 -0.1 0.3 0.0
H -2.2895 1.4559 1.2727 0.2 -0.1 0.1
H -3.6827 -0.9208 0.7655 0.3 0.0 0.1
H -3.4887 0.3861 -0.4017 0.0 -0.1 0.2
H -2.4496 -1.5962 -1.5781 -0.1 0.1 -0.1
H -1.5153 -1.9282 -0.1177 -0.1 0.0 -0.4
Ni -2.7770 -1.6755 -3.4666 0.1 0.0 0.1
```
Forces are in eV/Å.

---

Formula: C13H24Cl2LaNO4P2
Source: the OMol25 dataset
Level of theory: ωB97M-V/def2-TZVPD

Net charge = +2
Frontier orbital gap = 9.135 eV
DFT total energy = -2499.71126 Eh
F_max = 3.25 eV/Å
LUMO energy = -6.62 eV

Geometry as XYZ:
```
47
Properties=species:S:1:pos:R:3:forces:R:3
La 0.2385 -0.0172 0.5786 1.3 0.4 0.1
P -2.7966 0.0026 -0.6799 -1.1 0.1 -0.2
C -2.2313 0.8842 -2.1816 -0.5 0.6 0.1
C -0.8147 1.2480 -2.5677 1.2 0.3 -0.4
N 0.2842 0.9619 -1.8338 -0.4 -0.5 -0.2
C 1.5194 1.3023 -2.2799 -0.1 0.1 0.1
C 1.6770 2.0689 -3.4165 0.0 0.0 -0.4
C 0.5570 2.4010 -4.1732 0.2 -0.1 -0.1
C -0.6993 1.9522 -3.7602 0.1 0.1 -0.5
C 2.7690 0.9775 -1.4822 0.5 0.1 0.8
P 2.9418 -0.5832 -0.4708 0.5 -0.1 -0.8
H -1.5694 2.1300 -4.4022 0.3 0.0 0.4
H 2.6953 2.3474 -3.6928 -0.5 0.1 -0.2
H 0.6865 2.9688 -5.1022 -0.2 -0.2 0.4
H 3.6909 0.9604 -2.0768 -0.5 0.3 -0.4
H 2.9278 1.8056 -0.7781 0.0 0.0 0.0
H -2.7078 0.4024 -3.0282 0.0 -0.3 -0.2
H -2.7569 1.8736 -2.1003 0.1 -0.8 0.1
H -2.1034 -3.6932 -3.3060 1.7 -1.4 -0.1
O -1.1713 -4.0088 -3.5607 -2.4 2.2 0.2
H -1.0202 -3.2575 -4.1663 0.7 -0.7 -0.1
H -2.0607 -1.2098 -0.3047 0.2 1.2 0.1
O -0.3827 -1.9899 0.7793 -0.5 -2.3 0.1
H -0.3155 -2.9330 1.0006 -0.3 0.4 -0.1
C 3.2974 -1.7590 -1.8288 -0.3 -0.4 0.1
H 4.2743 -1.5332 -2.2809 -0.3 -0.1 0.2
H 3.2941 -2.7838 -1.4291 0.1 0.3 -0.2
H 2.5132 -1.6882 -2.5966 0.2 -0.1 0.2
C 4.5799 -0.3837 0.3277 -0.2 0.2 0.2
H 4.7006 -1.1858 1.0782 0.0 0.4 -0.4
H 5.3827 -0.4441 -0.4232 -0.3 0.0 0.3
H 4.6196 0.5916 0.8414 0.1 -0.4 -0.1
C -3.0256 1.3993 0.4861 0.6 -0.4 0.5
H -3.9897 1.8517 0.2022 0.3 -0.2 0.0
H -3.0635 1.1002 1.5471 -0.1 0.1 -0.4
H -2.2157 2.1428 0.3463 -0.4 -0.3 0.1
C -4.3948 -0.7643 -0.9852 -0.3 -0.1 -0.5
H -4.8707 -1.0814 -0.0544 0.2 0.1 0.1
H -5.0753 -0.0753 -1.5003 0.2 -0.1 0.1
H -4.2495 -1.6670 -1.5917 0.0 0.2 0.0
Cl 0.8241 4.0653 3.6822 -0.2 0.2 0.1
C -0.4117 2.8131 3.6629 0.3 0.0 -0.1
Cl -2.0638 3.4068 3.3239 0.3 0.0 0.0
C -0.0588 1.8347 2.5432 -0.5 0.0 0.4
O -0.0666 0.5852 2.8531 0.1 1.5 -0.4
O 0.1416 2.2785 1.3575 -0.2 -0.5 1.4
H -0.4271 2.3388 4.6458 0.0 0.0 -0.3
```
Forces are in eV/Å.

---

Formula: C28H21F3N3O7PS
Source: the OMol25 dataset
Level of theory: ωB97M-V/def2-TZVPD

Frontier orbital gap = 5.731 eV
DFT total energy = -2809.37291 Eh
F_max = 3.01 eV/Å
LUMO energy = -2.40 eV

Geometry as XYZ:
```
64
Properties=species:S:1:pos:R:3:forces:R:3
C 1.9166 -0.0452 4.5526 0.2 -0.1 0.3
C 1.8176 -0.0868 3.0437 0.0 0.0 -0.7
C 0.5272 -0.3801 2.4863 0.5 -0.8 -0.5
P 0.5014 -0.6422 0.7494 0.0 0.3 0.9
C 0.9139 0.8533 -0.1764 0.1 0.4 -0.2
C 2.2516 1.1295 -0.4881 0.0 0.1 0.0
C 2.5810 2.2811 -1.1995 -0.2 0.0 0.0
C 1.5780 3.1784 -1.5778 0.0 -0.1 0.1
C 0.2499 2.9245 -1.2320 0.0 0.0 0.0
C -0.0826 1.7747 -0.5192 0.2 -0.3 -0.2
C 1.5858 -1.9437 0.1136 0.3 -0.4 -0.2
C 2.0089 -1.9427 -1.2275 0.0 -0.2 0.2
C 2.7733 -3.0030 -1.7198 -0.1 0.0 0.2
C 3.0943 -4.0787 -0.8856 -0.1 0.2 0.1
C 2.6675 -4.0842 0.4464 0.0 0.1 -0.1
C 1.9280 -3.0151 0.9537 0.0 0.1 -0.3
C -1.1724 -1.1692 0.3022 -0.4 -0.1 0.0
C -1.4080 -2.1398 -0.6883 -0.1 0.2 0.2
C -2.7109 -2.5641 -0.9537 0.0 0.2 0.1
C -3.7832 -2.0387 -0.2261 0.2 0.1 0.1
C -3.5527 -1.0832 0.7658 0.2 0.0 -0.1
C -2.2550 -0.6364 1.0161 -0.1 -0.3 -0.3
O 2.8233 0.1612 2.3471 -0.7 -0.4 0.4
H 1.1458 -0.6502 5.0396 0.1 0.1 -0.1
H 2.8991 -0.4077 4.8678 -0.1 0.1 -0.1
H 1.8167 0.9905 4.8955 0.1 -0.1 0.0
H -0.2728 -0.8044 3.1042 0.5 -0.1 -0.6
H 3.0330 0.4479 -0.1520 -0.2 0.2 -0.1
H 3.6235 2.4685 -1.4591 -0.3 0.0 0.1
H 1.8357 4.0816 -2.1335 -0.1 -0.3 0.1
H -0.5383 3.6241 -1.5130 0.3 -0.2 0.1
H -1.1178 1.5745 -0.2477 0.2 0.1 -0.1
H 1.7414 -1.1149 -1.8879 0.1 -0.2 0.2
H 3.1096 -2.9870 -2.7574 -0.1 0.0 0.3
H 3.6776 -4.9136 -1.2751 -0.1 0.2 0.1
H 2.9049 -4.9254 1.0981 0.0 0.2 -0.2
H 1.6075 -3.0064 1.9976 0.1 0.0 -0.3
H -0.5700 -2.5647 -1.2425 -0.3 0.1 0.2
H -2.8853 -3.3151 -1.7250 0.0 0.2 0.2
H -4.7979 -2.3789 -0.4268 0.2 0.1 0.0
H -4.3720 -0.6789 1.3585 0.1 -0.1 -0.2
H -2.0846 0.1200 1.7763 -0.1 -0.2 -0.2
O -0.5839 5.1466 3.7025 0.4 -0.6 -0.3
S -0.1300 3.8635 3.2294 -0.3 -0.1 -0.2
O -0.5574 3.2928 1.9725 0.4 0.5 0.8
C 1.7583 3.9621 3.1612 0.5 -0.5 -0.3
F 2.1126 4.9402 2.3160 -0.3 -0.5 0.7
F 2.2494 4.2149 4.3950 -0.4 -0.1 -0.9
F 2.2623 2.7932 2.7166 -0.6 1.2 0.5
C -0.4909 2.6638 4.4978 -0.3 -1.4 -0.8
C -0.9621 1.4070 4.0801 -0.1 1.9 -0.5
C -1.4963 0.5825 5.0637 -0.9 -1.5 0.3
N -2.1646 -0.6333 4.9398 0.4 0.7 0.4
O -2.3867 -1.3903 4.0046 0.1 0.9 1.1
O -2.5982 -0.9649 6.2437 0.5 0.4 -1.0
N -2.1861 -0.0300 7.1624 1.1 1.4 -1.5
C -1.5144 0.9072 6.4310 -0.7 -1.1 2.0
C -0.8619 2.1282 6.8526 0.4 0.4 -1.7
N -0.5928 2.4338 8.2363 0.6 1.2 2.7
O -0.7867 1.5875 9.1301 0.1 1.2 -2.2
O -0.1321 3.5748 8.4797 -0.9 -2.0 -0.6
C -0.4098 3.0169 5.8587 -0.7 -0.9 1.6
H -0.9966 1.1325 3.0315 0.0 0.3 0.3
H -0.0318 3.9971 6.1448 0.0 -0.3 0.1
```
Forces are in eV/Å.

---

> Number 3 is which compound?

C5H8O2